# C26H38N5S2Si2V

A molecular structure, C26H38N5S2Si2V at a distorted geometry (ωB97M-V with the def2-TZVPD basis set, the Open Molecules 2025 dataset).

Last column: Mulliken charge in e.
Cartesian coordinates (Å):
V: -0.04 -0.44 1.40  -0.157
C: -3.05 -2.30 0.53  -0.547
C: -3.28 -2.25 -0.81  -1.527
C: -2.69 -1.30 -1.79  -1.177
C: -2.46 0.16 -1.52  1.597
N: -1.98 -0.11 1.13  -0.020
C: -2.34 -1.41 1.39  -0.182
C: -1.17 0.77 -1.97  -0.770
C: -1.13 1.84 -2.86  -0.717
C: 0.09 2.40 -3.18  -0.709
C: 1.24 1.87 -2.60  -1.232
C: 1.10 0.81 -1.72  -0.256
N: -0.08 0.28 -1.40  0.578
H: -3.47 -3.16 1.04  0.327
H: -3.86 -3.06 -1.25  0.329
H: -1.92 -1.75 -2.43  0.345
H: -2.33 -1.70 2.43  0.385
H: -2.05 2.21 -3.29  0.372
H: 0.15 3.24 -3.86  0.394
H: 2.22 2.27 -2.82  0.486
H: 1.97 0.38 -1.24  0.493
C: -1.16 2.91 2.25  -1.005
Si: 0.60 2.43 2.70  -0.122
C: 1.56 4.06 2.69  -1.350
C: 0.61 1.93 4.52  -1.135
N: 1.14 1.15 1.67  1.143
C: 2.46 0.88 1.32  1.114
C: 3.51 1.80 1.38  -0.729
C: 4.81 1.47 1.00  -0.859
C: 5.09 0.20 0.55  -1.057
C: 4.06 -0.74 0.47  -0.385
C: 2.74 -0.43 0.83  -0.134
N: 1.66 -1.30 0.72  0.964
Si: 1.81 -2.84 -0.02  -0.049
C: 2.33 -2.73 -1.83  -1.101
C: 0.14 -3.69 0.00  -0.717
C: 2.98 -4.03 0.87  -1.216
H: -1.46 3.77 2.84  0.445
H: -1.85 2.09 2.45  0.214
H: -1.24 3.16 1.20  0.288
H: 0.97 4.78 3.26  0.352
H: 1.71 4.46 1.69  0.346
H: 2.53 3.97 3.18  0.383
H: 0.35 2.78 5.15  0.392
H: 1.61 1.59 4.82  0.300
H: -0.09 1.12 4.71  0.282
H: 3.30 2.81 1.70  0.160
H: 5.60 2.22 1.06  0.380
H: 6.09 -0.08 0.26  0.378
H: 4.29 -1.73 0.10  0.131
H: 1.55 -2.21 -2.39  0.233
H: 2.46 -3.72 -2.26  0.455
H: 3.26 -2.17 -1.96  0.340
H: -0.62 -3.12 -0.54  -0.138
H: -0.24 -3.86 1.01  0.230
H: 0.23 -4.67 -0.49  0.496
H: 4.03 -3.80 0.73  0.352
H: 2.81 -5.05 0.53  0.334
H: 2.78 -3.99 1.95  0.313
C: 0.02 -1.25 3.31  -1.192
H: 0.01 -2.34 3.16  0.342
H: -0.83 -1.01 3.97  0.385
H: 0.95 -0.99 3.82  0.285
S: -2.95 0.78 0.08  -0.380
C: -3.51 -0.29 -2.52  1.671
N: -3.29 -0.10 -3.93  -0.317
C: -4.23 0.88 -4.47  -0.778
C: -5.23 1.30 -3.37  -0.508
S: -5.27 -0.07 -2.19  -0.192
H: -3.42 -0.99 -4.39  0.312
H: -4.76 0.45 -5.32  0.388
H: -3.70 1.77 -4.84  0.252
H: -6.23 1.48 -3.77  0.428
H: -4.88 2.20 -2.86  0.256

As for the expectation value of S²: 0.81. The orbital gap (spin up / spin down) comes out at 5.6 / 5.5 eV. The LUMO energy (spin up / spin down) comes out at 2.40 / 2.40 eV. The multiplicity is 2. For the total energy, the calculation gives -3606.7765 hartree. The charge is -1.

# C42H46Br3N3O3S2Y

A molecular structure, C42H46Br3N3O3S2Y (ωB97M-V with the def2-TZVPD basis set, the Open Molecules 2025 dataset).

Last column: Mulliken charge in e.
Cartesian coordinates (Å):
Y: -0.13 -0.26 0.58  0.886
C: 2.42 -2.21 1.05  -0.575
N: 1.09 -2.78 0.79  2.130
C: 1.18 -3.81 -0.28  -0.738
C: 0.87 -3.37 -1.70  -1.804
N: 1.68 -2.27 -2.21  1.572
C: 3.08 -2.63 -2.34  -1.674
C: 1.11 -1.68 -3.38  -0.057
C: 1.81 -1.68 -4.59  -0.357
C: 1.30 -1.09 -5.73  -0.810
C: 0.04 -0.50 -5.69  -0.695
C: -0.66 -0.49 -4.50  -0.660
C: -0.16 -1.05 -3.32  0.117
S: -1.14 -0.87 -1.87  -0.556
C: 0.56 -3.44 1.98  -1.824
C: 1.33 -4.42 2.61  -0.044
C: 0.86 -5.10 3.72  -0.985
C: -0.41 -4.81 4.20  -0.568
C: -1.18 -3.85 3.58  -0.451
C: -0.72 -3.14 2.45  1.324
S: -1.79 -1.93 1.75  -0.447
H: 3.17 -2.97 1.31  0.544
H: 2.36 -1.49 1.87  -0.525
H: 2.76 -1.70 0.15  -0.018
H: 0.46 -4.60 -0.05  0.574
H: 2.18 -4.28 -0.23  0.408
H: -0.17 -3.07 -1.74  0.388
H: 0.99 -4.26 -2.35  0.320
H: 3.25 -3.45 -3.06  0.384
H: 3.47 -2.96 -1.38  0.425
H: 3.66 -1.77 -2.66  0.346
H: 2.78 -2.15 -4.65  0.375
H: 1.87 -1.10 -6.65  0.383
H: -0.38 -0.04 -6.57  0.376
H: -1.63 -0.01 -4.44  0.435
H: 2.31 -4.65 2.23  0.275
H: 1.48 -5.85 4.20  0.377
H: -0.80 -5.32 5.07  0.387
H: -2.17 -3.61 3.95  0.388
C: -2.42 4.04 6.04  -1.524
C: -0.95 3.82 6.46  2.056
C: -0.93 3.26 7.89  -2.085
C: -0.23 5.17 6.47  -1.831
C: -0.29 2.86 5.47  0.054
C: -0.05 3.27 4.16  -0.248
C: 0.43 2.36 3.25  0.147
Br: 0.82 3.02 1.50  -0.136
C: 0.69 0.99 3.52  0.152
O: 0.97 0.17 2.53  0.823
C: 0.61 0.64 4.88  -0.909
C: 0.08 1.57 5.79  -0.416
C: 1.08 -0.70 5.48  2.620
C: 1.87 -1.56 4.50  -1.566
C: -0.13 -1.51 5.96  -1.567
C: 2.02 -0.43 6.68  -2.031
H: -2.91 4.73 6.73  0.464
H: -2.96 3.09 6.04  0.204
H: -2.47 4.45 5.03  0.324
H: -1.36 4.00 8.57  0.460
H: 0.08 3.04 8.21  0.400
H: -1.53 2.35 7.97  0.321
H: -0.66 5.82 7.23  0.475
H: -0.32 5.68 5.51  0.309
H: 0.83 5.04 6.68  0.371
H: -0.26 4.27 3.83  0.342
H: -0.06 1.23 6.80  0.207
H: 1.25 -1.87 3.67  -0.283
H: 2.23 -2.45 5.02  0.621
H: 2.73 -1.02 4.10  0.309
H: -0.79 -1.74 5.13  0.024
H: -0.71 -0.95 6.70  0.300
H: 0.20 -2.45 6.42  0.491
H: 2.86 0.20 6.37  0.403
H: 2.42 -1.38 7.04  0.475
H: 1.52 0.06 7.51  0.335
Br: -3.62 0.02 5.38  -0.155
C: -4.19 0.60 3.66  -0.381
C: -5.54 0.57 3.36  -0.541
C: -5.95 0.98 2.10  -0.572
C: -5.03 1.42 1.17  -0.768
C: -3.67 1.42 1.48  0.358
C: -3.24 1.01 2.74  0.561
C: -2.70 1.91 0.43  -0.036
O: -3.04 2.80 -0.32  -0.699
O: -1.55 1.31 0.40  -0.460
H: -6.25 0.23 4.10  0.408
H: -7.01 0.96 1.85  0.359
H: -5.33 1.76 0.19  0.434
H: -2.19 1.01 3.00  0.668
Br: 5.04 3.64 -2.49  -0.186
C: 3.79 2.42 -1.76  0.091
C: 4.03 1.86 -0.52  -0.953
C: 3.08 0.98 -0.02  -0.157
N: 1.98 0.65 -0.69  1.291
C: 1.75 1.23 -1.87  -0.433
C: 2.64 2.12 -2.45  -1.168
H: 4.92 2.10 0.05  0.481
H: 3.21 0.54 0.96  0.100
H: 0.82 0.97 -2.36  0.575
H: 2.42 2.56 -3.41  0.464

The orbital gap comes out at 6.7 eV. The LUMO energy comes out at 2.04 eV. For the total energy, the calculation gives -10575.1132 hartree. The charge is -1.

# C5H18N6

2 unconnected molecules or ions with the total composition C5H18N6 at a distorted geometry (ωB97M-V with the def2-TZVPD basis set, the Open Molecules 2025 dataset).

Last column: Mulliken charge in e.
Cartesian coordinates (Å):
C: -0.52 -0.34 -1.98  -0.425
C: -0.53 -1.81 -1.59  -1.413
C: -1.91 1.59 -1.39  0.684
N: -1.82 0.31 -1.74  -0.205
N: -1.02 2.50 -1.81  -0.421
N: -3.03 2.00 -0.78  -0.366
H: 0.34 0.26 -1.66  0.466
H: -0.27 -0.34 -3.05  0.341
H: 0.41 -2.12 -1.13  0.370
H: -0.78 -2.39 -2.48  0.392
H: -2.55 -0.33 -1.55  0.265
H: -0.52 2.26 -2.65  0.250
H: -1.33 3.46 -1.81  0.268
H: -3.72 1.31 -0.57  0.202
H: -3.16 2.95 -0.47  0.215
H: -1.12 -2.12 -0.73  0.486
C: 1.57 -2.09 1.10  -0.731
C: 1.71 0.02 2.32  0.587
N: 2.23 -1.25 2.14  -0.281
N: 0.57 0.06 2.98  -0.328
N: 2.39 1.11 2.04  -0.384
H: 3.22 -1.21 1.92  0.328
H: 0.15 -0.82 3.27  0.247
H: 0.26 0.90 3.45  0.239
H: 3.34 1.01 1.73  0.217
H: 2.01 2.04 1.95  0.234
H: 2.23 -2.82 0.66  0.456
H: 1.14 -1.44 0.35  -0.032
H: 0.71 -2.66 1.47  0.338

The orbital gap comes out at 11.3 eV. The LUMO energy comes out at -5.89 eV. For the total energy, the calculation gives -529.3107 hartree. The charge is +2.